(1)
DFT (wB97M-V/def2-TZVPD) results for a single C4H9FN2 molecule in a non-equilibrium geometry.

Its energy is -9991.0009 eV. For the highest occupied orbital energy, the calculation gives -9.07 eV. Its structure (SMILES) is N[C@@H]1[C@H](N)C[C@@H]1F. For the HOMO-LUMO gap, the calculation gives 10.1 eV. As for the total charge: 0. The value obtained for the LUMO energy is 0.0394 Ha. The calculation puts the largest force on an atom at 1.53 eV/Å.

```
16
C4H9FN2 wB97M-V/def2-TZVPD
N -0.29 -1.63 0.35
C 0.71 -0.61 0.04
C 0.24 0.77 0.56
N -0.49 0.74 1.81
C -0.47 1.00 -0.81
C 0.47 -0.07 -1.38
F -0.07 -0.98 -2.28
H -0.07 -2.08 1.22
H -0.26 -2.35 -0.39
H 1.75 -0.91 0.29
H 1.12 1.44 0.68
H -0.86 1.63 2.05
H -1.26 0.09 1.71
H -0.43 1.98 -1.24
H -1.45 0.63 -0.76
H 1.37 0.34 -1.84
```



(2)
DFT (wB97M-V/def2-TZVPD) results for C5H10O2 as an isolated structure.

Its energy is -9441.0611 eV. For the highest occupied orbital energy, the calculation gives -9.85 eV. For the HOMO-LUMO gap, the calculation gives 10.9 eV. As for the total charge: 0. The value obtained for the LUMO energy is 0.0384 Ha. The calculation puts the largest force on an atom at 0.35 eV/Å.

```
17
C5H10O2 wB97M-V/def2-TZVPD
C -2.11 -0.55 0.43
C -1.11 0.23 -0.41
O -1.04 1.58 0.01
C 0.26 -0.42 -0.37
C 1.50 0.38 -0.80
C 2.07 -0.10 0.53
O 0.76 -0.50 0.99
H -3.09 -0.06 0.40
H -2.22 -1.58 0.06
H -1.77 -0.60 1.46
H -1.44 0.27 -1.46
H -0.59 1.57 0.87
H 0.22 -1.42 -0.82
H 2.01 0.09 -1.72
H 1.28 1.46 -0.80
H 2.53 0.63 1.21
H 2.73 -0.97 0.43
```



(3)
DFT (wB97M-V/def2-TZVPD) results for C24H22ClN2O7Rh as an isolated structure in a non-equilibrium geometry.

Its energy is -58082.0451 eV. For the highest occupied orbital energy, the calculation gives -8.39 eV. For the HOMO-LUMO gap, the calculation gives 7.2 eV. As for the total charge: 0. The value obtained for the LUMO energy is -0.0434 Ha. The calculation puts the largest force on an atom at 2.01 eV/Å.

```
57
C24H22ClN2O7Rh wB97M-V/def2-TZVPD
Rh 0.16 0.20 0.50
C 4.95 -0.40 1.29
C 3.51 -0.90 1.15
C 3.25 -2.09 2.06
C 2.56 0.24 1.37
C 1.76 0.39 2.50
C 0.85 1.45 2.61
C 0.80 2.47 1.64
C -0.06 3.68 1.83
C 1.59 2.33 0.49
C 2.41 1.22 0.34
H 5.65 -1.22 1.12
H 5.14 0.00 2.29
H 5.18 0.38 0.57
H 3.35 -1.22 0.12
H 3.48 -1.87 3.11
H 3.89 -2.93 1.77
H 2.21 -2.42 2.01
H 1.77 -0.37 3.27
H 0.21 1.50 3.47
H -0.87 3.73 1.10
H 0.53 4.59 1.69
H -0.50 3.71 2.83
H 1.54 3.07 -0.29
H 2.97 1.09 -0.58
O -2.84 -1.91 0.77
C -1.63 -1.91 0.88
O -0.97 -1.02 1.60
C -0.78 -2.97 0.24
C -1.20 -4.28 0.31
C -0.38 -5.28 -0.18
C 0.84 -5.00 -0.78
C 1.23 -3.68 -0.90
C 0.45 -2.60 -0.41
O 0.82 -1.38 -0.55
N 2.51 -3.46 -1.58
O 3.27 -4.41 -1.65
O 2.73 -2.36 -2.05
N -0.81 -6.67 -0.07
O -0.05 -7.53 -0.48
O -1.89 -6.88 0.44
H -2.15 -4.52 0.76
H 1.46 -5.79 -1.16
Cl 0.08 1.27 -5.70
C -0.47 1.24 -4.05
C -1.08 0.10 -3.54
C -1.50 0.09 -2.23
C -1.30 1.20 -1.39
C -1.59 1.09 0.07
C -0.72 2.35 -1.95
C -0.30 2.38 -3.27
H -1.21 -0.76 -4.17
H -1.99 -0.80 -1.83
H -2.35 0.38 0.34
H -1.61 2.02 0.63
H -0.61 3.23 -1.33
H 0.14 3.26 -3.69
```



(4)
DFT (wB97M-V/def2-TZVPD) results for C37H44N3O2PSSi2Tc as an isolated structure in a non-equilibrium geometry.

Its energy is -85727.0701 eV. For the highest occupied orbital energy (alpha / beta), the calculation gives -6.62 / -6.52 eV. For the HOMO-LUMO gap (alpha / beta), the calculation gives 6.1 / 6.4 eV. As for the total charge: 0. As for the spin multiplicity: 2. The value obtained for the LUMO energy (alpha / beta) is -0.0204 / -0.0055 Ha. The calculation puts the largest force on an atom at 2.73 eV/Å.

```
91
C37H44N3O2PSSi2Tc wB97M-V/def2-TZVPD
Tc -0.11 -0.43 -0.09
O -0.68 -1.34 1.67
N -1.40 -2.44 1.70
C -1.88 -2.85 2.90
C -2.54 -4.04 3.03
C -2.73 -4.83 1.90
C -2.30 -4.37 0.68
C -1.65 -3.14 0.56
S -1.17 -2.45 -0.93
H -1.69 -2.17 3.71
H -2.90 -4.34 4.00
H -3.21 -5.80 1.99
H -2.46 -4.93 -0.23
C 5.11 -1.96 -0.11
Si 3.22 -2.17 -0.25
C 2.83 -2.05 -2.09
C 2.83 -3.94 0.29
C 2.20 -0.99 0.79
C 2.36 0.45 0.61
C 3.56 1.18 0.50
C 3.51 2.55 0.46
C 2.28 3.20 0.52
C 1.13 2.43 0.57
N 1.18 1.10 0.59
Si 2.16 -1.24 2.66
C 1.64 -2.93 3.34
C 3.97 -1.12 3.25
C 1.26 0.17 3.54
H 5.60 -2.84 -0.53
H 5.44 -1.86 0.92
H 5.45 -1.09 -0.67
H 2.91 -3.03 -2.57
H 3.51 -1.36 -2.61
H 1.82 -1.70 -2.24
H 3.16 -4.66 -0.47
H 1.75 -4.08 0.42
H 3.33 -4.19 1.22
H 4.50 0.64 0.46
H 4.43 3.13 0.39
H 2.21 4.28 0.51
H 0.15 2.88 0.59
H 1.87 -3.75 2.67
H 0.58 -2.99 3.57
H 2.18 -3.10 4.27
H 4.56 -1.97 2.90
H 4.01 -1.12 4.34
H 4.45 -0.20 2.90
H 0.31 0.41 3.06
H 1.88 1.08 3.52
H 1.07 -0.07 4.58
C -2.56 1.36 -0.90
C -1.72 0.84 0.26
O -2.00 1.13 1.40
H -3.17 2.20 -0.57
H -3.21 0.55 -1.23
H -1.92 1.64 -1.73
N 0.22 0.31 -1.84
P 0.22 0.48 -3.38
C 1.83 1.10 -3.97
C 2.02 1.48 -5.29
C 3.24 2.00 -5.69
C 4.27 2.15 -4.76
C 4.07 1.78 -3.44
C 2.85 1.26 -3.04
C -0.16 -1.01 -4.37
C -1.41 -1.59 -4.19
C -1.74 -2.75 -4.87
C -0.82 -3.34 -5.73
C 0.44 -2.77 -5.90
C 0.77 -1.61 -5.22
C -0.89 1.76 -4.07
C -0.64 3.07 -3.64
C -1.40 4.13 -4.11
C -2.42 3.89 -5.02
C -2.67 2.60 -5.46
C -1.91 1.54 -4.98
H 1.21 1.37 -6.01
H 3.40 2.30 -6.72
H 5.22 2.55 -5.07
H 4.86 1.91 -2.71
H 2.66 0.98 -2.01
H -2.11 -1.13 -3.51
H -2.71 -3.20 -4.73
H -1.08 -4.25 -6.26
H 1.16 -3.23 -6.56
H 1.75 -1.17 -5.34
H 0.16 3.24 -2.92
H -1.19 5.13 -3.78
H -3.02 4.71 -5.39
H -3.46 2.42 -6.18
H -2.11 0.54 -5.35
```



Calculated relative energy (zero: lowest compared OMol25 entry of this formula, charge and spin) in order - 0.763 1.982 1.112 0.000 eV